Molecular formula: C20H26N2O2S
Method: DFT, ωB97M-V/def2-TZVPD

ΔE to the lowest compared entry with this formula, charge and spin ... 2149.05 kJ/mol
Structure (SMILES) ... CCOc1ccccc1N1CCN(C(=O)c2csc(C)c2CC)CC1
LUMO energy ... 0.4324 eV

Last column: natural (NBO) charge in e.
Geometry (Å):
C (-0.82269, -2.68342, 1.67953)  -0.653
C (0.51962, -2.11691, 2.26895)  -0.066
O (0.87861, -1.11964, 1.48937)  -0.495
C (1.69862, -1.12045, 0.65447)  0.353
C (1.95887, -2.35811, 0.13737)  -0.378
C (2.92822, -2.27860, -1.20153)  -0.202
C (3.53268, -1.12493, -1.59332)  -0.307
C (3.35104, 0.00381, -0.88016)  -0.300
C (2.33025, 0.35662, 0.19224)  0.211
N (2.08544, 1.50799, 0.62670)  -0.466
C (2.22764, 2.40366, -0.23983)  -0.131
C (0.96463, 3.45152, 0.03298)  -0.183
N (-0.20898, 2.57955, 0.63053)  -0.442
C (-0.94619, 2.06073, -0.42805)  0.584
O (-0.97138, 2.64627, -1.51977)  -0.580
C (-1.91654, 1.33013, -0.17019)  -0.117
C (-3.06069, 1.51872, 0.88541)  -0.390
S (-4.19180, 0.16093, 0.76439)  0.687
C (-3.34709, -0.64891, -0.15486)  -0.387
C (-3.70910, -1.97183, -0.78923)  -0.647
C (-2.13395, 0.05678, -0.67448)  -0.018
C (-1.19508, -0.50385, -1.55832)  -0.472
C (-1.41352, -0.06734, -3.15213)  -0.499
C (0.06943, 2.13737, 1.80929)  -0.206
C (1.53062, 1.67654, 2.25084)  -0.101
H (-0.62637, -2.90491, 0.47432)  0.215
H (-1.36392, -3.47335, 2.20932)  0.221
H (-1.62965, -1.88168, 1.50857)  0.221
H (0.26124, -1.68839, 3.25709)  0.183
H (1.21230, -2.89521, 2.32833)  0.192
H (1.69252, -3.28633, 0.32329)  0.206
H (3.22911, -3.35735, -1.51067)  0.200
H (4.45940, -1.24516, -2.31636)  0.224
H (3.74251, 0.99397, -1.25490)  0.190
H (3.14485, 3.25663, 0.06734)  0.136
H (2.11626, 2.12653, -1.14361)  0.215
H (0.56685, 4.11035, -0.49014)  0.197
H (1.05771, 4.11475, 1.01929)  0.159
H (-3.23576, 2.28769, 1.35543)  0.167
H (-4.33451, -2.57132, -0.07253)  0.218
H (-2.85758, -2.69554, -0.97452)  0.235
H (-4.38091, -2.11676, -1.64061)  0.238
H (-0.14402, -0.00114, -1.71577)  0.250
H (-1.05317, -1.68407, -1.63331)  0.232
H (-1.49037, 0.81140, -3.18140)  0.165
H (-0.73354, -0.30195, -3.89191)  0.205
H (-2.56325, -0.49089, -3.30830)  0.159
H (-0.49478, 1.00063, 1.58039)  0.218
H (-0.28103, 2.48227, 2.74636)  0.189
H (1.99601, 2.57401, 2.45631)  0.198
H (1.55146, 0.93920, 2.74781)  0.169

Molecular formula: C20H26N2O3
Method: DFT, ωB97M-V/def2-TZVPD

ΔE to the lowest compared entry with this formula, charge and spin ... 275.52 kJ/mol
Structure (SMILES) ... CCCCCCCCNC(=O)/C(C#N)=C/c1ccc2c(c1)OCCO2
LUMO energy ... -0.4589 eV

Last column: natural (NBO) charge in e.
Geometry (Å):
C (3.29717, -2.06309, -1.02924)  -0.616
C (3.45223, -3.55514, -1.30213)  -0.387
C (2.76929, -4.43112, -0.25097)  -0.385
C (1.24577, -4.34530, -0.31228)  -0.415
C (0.58715, -5.21695, 0.75409)  -0.382
C (-0.94217, -5.23001, 0.69223)  -0.394
C (-1.57544, -3.85319, 0.92792)  -0.410
C (-1.91215, -3.13123, -0.38149)  -0.224
N (-2.22027, -1.73589, -0.16382)  -0.603
C (-1.28295, -0.77519, -0.29553)  0.680
O (-0.14913, -0.99315, -0.67896)  -0.645
C (-1.74472, 0.61657, 0.03906)  -0.309
C (-3.06062, 0.74322, 0.50753)  0.276
N (-4.14712, 0.74383, 0.88809)  -0.329
C (-0.85386, 1.62143, -0.13478)  -0.006
C (-0.99058, 3.03605, 0.08470)  -0.143
C (-2.16509, 3.64665, 0.54511)  -0.165
C (-2.22914, 5.01151, 0.70570)  -0.241
C (-1.12753, 5.81502, 0.42281)  0.243
C (0.06929, 5.21541, 0.00565)  0.268
C (0.12223, 3.84501, -0.17089)  -0.199
O (1.20110, 5.95073, -0.23171)  -0.493
C (1.14049, 7.25511, 0.30130)  -0.099
C (-0.20362, 7.89895, -0.03315)  -0.098
O (-1.25577, 7.16544, 0.55765)  -0.474
H (2.25453, -1.75996, -1.06175)  0.226
H (3.84143, -1.48750, -1.77520)  0.204
H (3.69779, -1.81541, -0.04807)  0.195
H (4.51726, -3.80202, -1.32432)  0.195
H (3.03979, -3.78920, -2.28636)  0.191
H (3.07455, -5.47068, -0.40098)  0.194
H (3.10913, -4.12888, 0.74270)  0.191
H (0.91224, -4.67032, -1.30127)  0.190
H (0.94824, -3.30735, -0.17419)  0.217
H (0.94472, -6.24453, 0.64366)  0.198
H (0.89823, -4.86879, 1.74228)  0.193
H (-1.30279, -5.92382, 1.45467)  0.207
H (-1.26455, -5.61601, -0.27723)  0.194
H (-2.49173, -3.95658, 1.51393)  0.202
H (-0.88627, -3.23136, 1.50248)  0.206
H (-2.76770, -3.60772, -0.86747)  0.198
H (-1.05712, -3.16089, -1.05759)  0.230
H (-3.11677, -1.50413, 0.23640)  0.409
H (0.11399, 1.29444, -0.50197)  0.244
H (-3.03351, 3.04927, 0.76600)  0.231
H (-3.13349, 5.49160, 1.04328)  0.232
H (1.05140, 3.41223, -0.50728)  0.227
H (1.96775, 7.81012, -0.14269)  0.206
H (1.26286, 7.21964, 1.39269)  0.181
H (-0.27078, 8.91221, 0.36498)  0.205
H (-0.33374, 7.92098, -1.12355)  0.183

Molecular formula: C20H26N2O3
Method: DFT, ωB97M-V/def2-TZVPD

ΔE to the lowest compared entry with this formula, charge and spin ... 266.70 kJ/mol
Structure (SMILES) ... CCCCCCCCNC(=O)/C(C#N)=C/c1ccc2c(c1)OCCO2
LUMO energy ... -0.4640 eV

Last column: natural (NBO) charge in e.
Geometry (Å):
C (1.15859, 2.01413, 1.01686)  -0.608
C (2.53489, 1.63868, 0.48078)  -0.389
C (2.70290, 0.13751, 0.24102)  -0.388
C (2.83812, -0.67493, 1.52783)  -0.402
C (3.06927, -2.15268, 1.21811)  -0.407
C (3.30490, -3.02324, 2.45273)  -0.386
C (2.13861, -3.10271, 3.44096)  -0.404
C (0.81923, -3.58273, 2.82270)  -0.232
N (0.01982, -2.48299, 2.33535)  -0.606
C (-0.33317, -2.32015, 1.04612)  0.680
O (-0.06818, -3.11518, 0.16489)  -0.638
C (-1.07103, -1.04056, 0.75562)  -0.315
C (-1.42331, -0.25796, 1.86430)  0.279
N (-1.66687, 0.30542, 2.83850)  -0.329
C (-1.30676, -0.74714, -0.54438)  -0.013
C (-1.93365, 0.40253, -1.13928)  -0.133
C (-2.44494, 1.48162, -0.40528)  -0.171
C (-3.04130, 2.54388, -1.04467)  -0.240
C (-3.14469, 2.57349, -2.43297)  0.244
C (-2.59878, 1.52276, -3.18381)  0.268
C (-2.01406, 0.45072, -2.53521)  -0.201
O (-2.62170, 1.52555, -4.55397)  -0.492
C (-2.91553, 2.79038, -5.10426)  -0.099
C (-4.10117, 3.41962, -4.37532)  -0.098
O (-3.78258, 3.62814, -3.01555)  -0.474
H (1.08555, 3.09118, 1.15018)  0.210
H (0.96583, 1.54344, 1.97732)  0.204
H (0.38188, 1.70557, 0.31972)  0.197
H (3.30343, 1.97855, 1.17906)  0.192
H (2.69378, 2.16343, -0.46461)  0.197
H (1.84971, -0.23434, -0.33206)  0.194
H (3.59889, -0.02226, -0.36442)  0.198
H (1.93518, -0.55508, 2.12724)  0.192
H (3.67952, -0.29054, 2.11078)  0.193
H (2.22734, -2.54318, 0.64727)  0.216
H (3.95245, -2.23651, 0.57900)  0.201
H (4.17968, -2.64856, 2.99084)  0.199
H (3.53681, -4.03585, 2.11371)  0.200
H (2.42116, -3.79666, 4.23522)  0.211
H (1.97666, -2.12802, 3.90617)  0.198
H (0.23636, -4.12638, 3.57480)  0.198
H (1.00352, -4.24717, 1.97641)  0.232
H (-0.24314, -1.77963, 3.01001)  0.408
H (-0.95178, -1.50175, -1.23937)  0.245
H (-2.38358, 1.48194, 0.67007)  0.232
H (-3.45045, 3.37120, -0.48761)  0.232
H (-1.61428, -0.35019, -3.13731)  0.227
H (-3.14037, 2.62502, -6.15861)  0.206
H (-2.04219, 3.45079, -5.01186)  0.181
H (-4.35002, 4.39785, -4.78867)  0.205
H (-4.97053, 2.75300, -4.45434)  0.183

What did we get for gap between HOMO and LUMO? Answer: 7.1 8.0 8.0 eV, in the order shown.
What did we get for total energy? Answer: -1435.12317 -1112.93488 -1112.93824 hartree, in the order shown.
What did we get for HOMO? Answer: -0.24410 -0.31161 -0.31155 hartree, in the order shown.